DFT (wB97M-V/def2-TZVPD) results for a 11-piece molecular cluster, C38H82N6O11 overall.

The geometry in XYZ format:
```
137
Properties=species:S:1:pos:R:3
C 2.805 -0.308 3.417
C -3.174 -2.588 3.084
H -5.731 -0.172 0.625
C 0.417 -0.561 3.854
C 0.802 -0.987 -5.260
H -4.755 -3.315 -2.623
C -4.397 -2.377 5.121
C 3.959 4.335 0.415
H 4.266 -1.987 0.732
O 1.388 -0.213 -7.889
C 1.153 2.246 -2.298
C 1.477 -2.430 -8.597
C -4.690 1.084 2.252
N 3.647 3.679 1.576
H -2.232 -2.112 4.966
H -6.251 -2.505 3.960
C -1.180 4.917 2.887
C -0.864 -3.839 -0.524
C -0.672 -4.563 -1.845
H -0.969 5.976 2.897
H -0.991 -3.949 -2.709
H -2.764 4.906 4.504
N 1.020 -1.844 -6.386
H -4.646 -2.885 -0.972
H 3.155 4.092 -0.304
H -4.194 -3.072 5.870
C -3.365 -0.400 -2.569
H 3.339 -0.229 2.479
H 0.665 3.023 -2.876
N 3.404 -1.715 -1.272
C 1.468 0.531 3.587
H 1.584 1.314 4.360
C 4.419 1.537 -5.433
O 0.951 -1.710 3.251
H 2.346 -3.077 -8.371
O -2.298 0.224 -2.479
H 2.177 -1.118 0.824
H 5.142 2.258 -5.955
C 4.116 4.176 2.770
C -1.987 4.285 4.023
O 4.591 1.690 -4.019
O -1.673 -2.914 -0.281
H -1.740 0.936 0.096
C 1.621 -1.934 0.355
H -2.744 -1.953 2.293
H -0.307 -3.947 1.390
C 0.157 4.186 2.997
H 0.699 -2.818 -6.407
H 1.644 -0.344 -5.093
H 2.942 2.982 1.566
H 1.622 1.529 -3.016
H -5.409 -4.056 4.268
C 2.070 -1.981 -1.086
H -0.456 1.001 -1.847
C 5.010 0.487 -3.408
H 3.485 -0.041 4.197
H 1.282 0.992 2.621
H 4.038 -0.424 -6.549
H -0.458 -0.240 3.344
O 1.182 2.222 0.511
H 5.074 -1.512 -4.076
N 0.254 1.584 -1.409
H 4.262 -0.335 0.114
H 0.384 -4.796 -2.030
H 3.430 -0.687 -4.385
H 1.023 4.876 2.905
H 4.221 3.734 4.812
H -2.637 -3.498 3.179
C 0.281 1.633 -0.082
H -1.091 1.665 1.538
H -5.552 -1.865 -2.239
H 0.727 -1.551 -4.308
H -1.599 4.734 1.880
C -4.640 -2.478 -1.981
H 0.580 -1.779 0.298
H -5.189 -0.214 -3.891
H -4.473 1.351 -3.288
H 1.872 -2.805 0.960
H -6.147 2.355 -0.047
H 0.528 -6.497 0.669
H -4.657 3.263 -0.305
H -2.601 -2.003 -1.810
H 1.984 2.593 -1.678
C 0.864 -5.429 0.499
O -4.562 -2.817 2.815
H -3.169 -0.802 4.315
H 1.522 -5.389 -0.387
C 3.547 3.551 4.011
H 5.399 -1.535 -0.406
H 6.074 0.374 -3.409
H 0.288 -0.830 4.897
O 1.319 -2.269 -2.020
C 1.283 -1.358 -7.606
H -4.786 -1.578 5.731
C -3.111 -1.889 4.419
H -2.503 3.369 3.705
H 0.598 -3.103 -8.636
O 0.226 3.451 4.278
H -5.457 0.385 -2.228
C -0.893 3.982 5.046
H 4.656 0.522 -2.359
H -3.713 0.974 2.769
H 2.834 -2.505 2.977
H -1.287 -5.494 -1.937
C 2.318 -1.744 3.619
N -3.466 -1.673 -2.199
C 4.474 -0.610 -4.373
O -4.448 1.256 -0.086
H 3.411 2.513 3.956
H 3.362 1.819 -5.691
O 4.849 5.140 2.836
H 1.719 -2.097 -9.589
H 2.583 4.035 4.235
C -4.676 0.310 -3.060
H -0.659 4.936 5.587
C -0.858 1.018 0.748
H -1.072 3.232 5.783
H -5.863 2.902 2.339
C 4.389 -1.380 -0.192
H -4.108 3.198 2.037
H 4.966 4.223 -0.026
H 5.671 -0.211 -6.106
C -4.756 0.323 0.930
H -0.107 -0.350 -5.321
H -3.913 -0.352 0.840
H 2.329 -2.171 4.608
N -0.219 -4.458 0.502
H 0.215 3.449 2.169
H -0.452 0.058 1.113
C 4.681 0.022 -5.737
H 3.907 5.410 0.588
C -4.931 2.578 1.778
H -5.453 0.746 2.963
C -5.109 2.490 0.302
C -5.249 -2.988 4.010
H 3.631 -1.765 -2.248
H 1.577 -5.238 1.366
```

Output
Net charge = 0
LUMO energy = 0.383 eV
Relative energy (zero: lowest compared OMol25 entry of this formula, charge and spin) = 0.0 kJ/mol
SMILES string = CNC(C)=O.CNC(C)=O.CNC(C)=O.CNC(C)=O.CNC(C)=O.CNC(C)=O.C1CCOC1.C1CCOC1.C1CCOC1.C1CCOC1.C1CCOC1
2S+1 = 1

Here are the Löwdin charges for atoms 1 to 6, given in e: number 1, C, carries -0.127; number 2, C, carries -0.189; number 3, H, carries 0.143; number 4, C, carries -0.200; number 5, C, carries -0.075; number 6, H, carries 0.059

=====

DFT (wB97M-V/def2-TZVPD) results for a 6-piece molecular cluster, CH15NO5 overall.

The geometry in XYZ format:
```
22
Properties=species:S:1:pos:R:3
H 2.885 0.293 -1.897
O -1.631 -1.424 -3.456
O 0.251 0.100 2.396
H -1.930 -0.698 -4.010
O 2.206 2.990 0.945
H 3.577 -0.470 -0.437
O -4.158 -1.226 -0.029
H -4.108 -0.624 0.722
N 1.521 -0.041 -0.352
H 0.497 -0.791 2.613
H 2.260 3.192 1.877
H -2.819 0.475 3.068
H 1.325 0.961 -0.410
H 0.701 -0.314 -0.900
C 2.726 -0.453 -1.125
H -2.182 0.046 1.699
H 2.616 -1.500 -1.383
H 2.745 2.202 0.856
O -2.955 0.462 2.136
H 0.767 0.452 1.655
H -0.919 -1.830 -3.981
H -3.375 -1.801 0.015
```

Output
Net charge = 0
LUMO energy = 0.407 eV
Relative energy (zero: lowest compared OMol25 entry of this formula, charge and spin) = 134.2 kJ/mol
SMILES string = CN.O.O.O.O.O
2S+1 = 1

Here are the Löwdin charges for atoms 1 to 6, given in e: number 1, H, carries 0.069; number 2, O, carries -0.066; number 3, O, carries -0.066; number 4, H, carries 0.030; number 5, O, carries -0.049; number 6, H, carries 0.062

=====

DFT (wB97M-V/def2-TZVPD) results for one molecule with the formula C4H6ClN3.

The geometry in XYZ format:
```
14
Properties=species:S:1:pos:R:3
H 0.630 -2.304 -0.831
H 1.493 2.109 -1.295
N 0.152 -0.683 0.063
C 0.703 1.470 -0.854
H -1.636 1.785 1.414
H 1.636 -0.321 -1.295
N -0.171 2.107 0.101
C 0.850 0.153 -0.764
H 1.362 -2.252 0.613
C -1.052 -0.155 0.653
C -0.926 1.358 0.785
H -1.091 -0.618 1.760
N 0.484 -2.071 0.060
Cl -2.433 -0.579 -0.410
```

Output
Net charge = 0
LUMO energy = 0.728 eV
Relative energy (zero: lowest compared OMol25 entry of this formula, charge and spin) = 326.3 kJ/mol
SMILES string = NN1C=CN=C[C@H]1Cl
2S+1 = 1

Here are the Löwdin charges for atoms 1 to 6, given in e: number 1, H, carries 0.019; number 2, H, carries 0.105; number 3, N, carries -0.235; number 4, C, carries -0.128; number 5, H, carries 0.083; number 6, H, carries 0.108

=====

DFT (wB97M-V/def2-TZVPD) results for an isolated ion of composition C7H14N3 and charge +1.

The geometry in XYZ format:
```
24
Properties=species:S:1:pos:R:3
N -0.180 0.562 0.223
H 3.242 -0.177 0.036
C -1.355 -0.231 -0.339
C -2.679 0.049 0.274
H -1.409 -2.449 -0.342
H -1.419 2.189 0.195
H 0.581 -1.874 -1.442
H -0.432 2.198 -1.143
H -0.976 -1.613 1.132
H 2.601 1.314 0.307
H -1.437 -0.279 -1.459
N -4.902 0.443 0.060
H 1.075 0.239 -1.270
C 2.325 0.260 0.451
H 2.404 0.011 1.481
H 1.325 -2.198 0.081
H 0.458 2.484 0.491
C 0.604 -1.599 -0.392
C -0.835 -1.614 0.089
H -0.160 0.557 1.259
C -0.370 2.022 -0.062
C 1.028 -0.061 -0.279
N -3.820 0.028 0.130
H -5.743 -0.009 0.235
```

Output
Net charge = +1
LUMO energy = -2.915 eV
Relative energy (zero: lowest compared OMol25 entry of this formula, charge and spin) = 499.1 kJ/mol
2S+1 = 1

Here are the Löwdin charges for atoms 1 to 6, given in e: number 1, N, carries -0.104; number 2, H, carries 0.105; number 3, C, carries -0.215; number 4, C, carries 0.025; number 5, H, carries 0.145; number 6, H, carries 0.101

=====

DFT (wB97M-V/def2-TZVPD) results for C2HF2I2N as an isolated structure.

The geometry in XYZ format:
```
8
Properties=species:S:1:pos:R:3
F 0.711 -3.908 -1.325
C 1.122 -2.280 0.318
C 1.326 -2.886 -0.848
F 2.278 -2.480 -1.710
I 1.781 -0.268 0.581
I -0.494 -2.834 1.502
H -0.288 1.054 0.356
N 0.040 0.195 -0.066
```

Output
Net charge = 0
LUMO energy (alpha / beta) = -0.674 / -0.674 eV
Relative energy (zero: lowest compared OMol25 entry of this formula, charge and spin) = 394.1 kJ/mol
2S+1 = 1

Here are the Löwdin charges for atoms 1 to 6, given in e: number 1, F, carries 0.149; number 2, C, carries -1.036; number 3, C, carries -0.595; number 4, F, carries 0.074; number 5, I, carries 1.305; number 6, I, carries 0.857

=====

DFT (wB97M-V/def2-TZVPD) results for a 2-piece molecular cluster, C9H15NO overall.

The geometry in XYZ format:
```
26
Properties=species:S:1:pos:R:3
C 0.088 -1.422 0.177
H 1.623 0.722 -0.467
H 0.898 3.312 -0.412
H -1.911 -0.281 -0.974
H 1.023 2.536 1.116
C -0.187 -2.391 -0.781
H 0.729 0.010 2.257
C 0.009 1.053 -1.838
H 2.803 -3.069 0.347
H -0.560 0.943 2.372
C 0.609 2.486 0.183
C 1.775 -2.715 0.015
H -2.174 0.982 0.150
H -2.578 -0.764 0.440
C -0.578 -0.214 0.644
O 0.900 -3.169 -0.878
C -0.292 0.019 2.053
H -0.995 1.297 -1.853
C -1.934 -0.024 0.011
H -0.515 2.832 0.509
H -0.897 -2.599 -1.561
H -0.663 -0.738 2.811
N 1.358 -1.688 0.629
C 0.672 1.136 -0.460
H 0.668 1.703 -2.448
H 0.129 0.043 -2.044
```

Output
Net charge = 0
LUMO energy = 0.921 eV
Relative energy (zero: lowest compared OMol25 entry of this formula, charge and spin) = 387.3 kJ/mol
2S+1 = 1

Here are the Löwdin charges for atoms 1 to 6, given in e: number 1, C, carries -0.278; number 2, H, carries 0.083; number 3, H, carries 0.055; number 4, H, carries 0.035; number 5, H, carries 0.026; number 6, C, carries -0.046

=====

DFT (wB97M-V/def2-TZVPD) results for a 2-piece molecular cluster, C2H3O3S overall.

The geometry in XYZ format:
```
9
Properties=species:S:1:pos:R:3
H 0.517 -0.123 -0.994
O -0.083 -2.125 1.956
O -0.595 0.422 1.170
S 0.357 1.540 0.580
C 0.670 0.994 -1.171
H 1.693 1.330 -1.227
C -0.856 -1.691 1.192
O -1.682 -1.797 0.378
H -0.022 1.451 -1.882
```

Output
Net charge = -1
LUMO energy = 3.939 eV
Relative energy (zero: lowest compared OMol25 entry of this formula, charge and spin) = 133.6 kJ/mol
2S+1 = 1

Here are the Löwdin charges for atoms 1 to 6, given in e: number 1, H, carries 0.035; number 2, O, carries 0.112; number 3, O, carries -0.805; number 4, S, carries 0.559; number 5, C, carries -0.429; number 6, H, carries -0.023